{
  "formula": "H3N2O2",
  "method": "ωB97M-V/def2-TZVPD",
  "charge": -1,
  "spin_multiplicity": 1,
  "de_lowest_kj_mol": 121.6,
  "elements": ["N", "N", "O", "O", "H", "H", "H"],
  "coordinates": [[1.132479, -0.496613, -0.334827], [-0.217903, 1.333295, 0.340376], [-0.979942, 1.037312, -0.584174], [0.791695, 0.479761, 0.488874], [0.461409, -0.290858, -1.127689], [-0.229242, -1.162710, 0.381660], [-0.958497, -0.900186, 0.835782]],
  "forces_ev_per_angstrom": [[-1.07, -0.70, -2.90], [-1.09, -1.34, -0.53], [0.70, 0.96, -0.38], [1.67, 3.03, 2.66], [0.79, -0.71, 0.35], [-2.40, 0.09, 1.45], [1.41, -1.34, -0.65]]
}

=====

{
  "formula": "C22H38FGaN3O17",
  "method": "ωB97M-V/def2-TZVPD",
  "e_tot_ev": -117803.3077,
  "charge": -1,
  "spin_multiplicity": 1,
  "elements": ["N", "Ga", "C", "O", "N", "C", "O", "F", "C", "C", "C", "C", "C", "N", "H", "H", "H", "H", "H", "H", "H", "H", "C", "O", "C", "O", "O", "C", "H", "H", "H", "H", "H", "H", "C", "O", "C", "O", "O", "C", "H", "H", "H", "H", "H", "H", "C", "O", "C", "O", "O", "C", "H", "H", "H", "H", "H", "H", "C", "O", "C", "O", "O", "C", "H", "H", "H", "H", "H", "H", "C", "O", "C", "O", "O", "C", "H", "H", "H", "H", "H", "H"],
  "coordinates": [[1.281285, -1.875989, 3.534426], [0.237022, -2.949946, 2.357493], [-1.719176, -2.974176, 3.094153], [-1.977658, -2.930346, 4.251530], [-2.908694, -3.091437, 2.103849], [-3.502293, -4.322279, 2.217649], [-4.348728, -4.651195, 2.976794], [-3.008346, -5.239316, 1.359519], [0.804798, -4.919464, 2.345309], [0.626221, -5.676576, 1.183400], [0.979216, -7.016293, 1.170864], [1.504464, -7.572360, 2.325602], [1.664828, -6.746134, 3.424576], [1.332818, -5.453185, 3.467838], [1.859043, -2.415282, 4.162660], [1.836462, -1.183485, 3.056097], [0.294909, -2.355552, 0.867605], [-2.462137, -3.042304, 1.191623], [0.202215, -5.203318, 0.311383], [0.840761, -7.598341, 0.268505], [1.780045, -8.614272, 2.375966], [2.094197, -7.172587, 4.326158], [3.612234, -0.909412, -2.886477], [3.014667, 0.388279, -2.875842], [2.242599, 0.610310, -1.803797], [2.043304, -0.162821, -0.911083], [1.740478, 1.842038, -1.902220], [0.893127, 2.210047, -0.809836], [4.206033, -0.966829, -3.794997], [4.258068, -1.043143, -2.020673], [2.848389, -1.684238, -2.901488], [1.443714, 2.189848, 0.128922], [0.033127, 1.546572, -0.749578], [0.558141, 3.223527, -1.013391], [-10.407375, -7.327898, 2.377581], [-9.550228, -7.379447, 3.513874], [-8.406632, -6.691685, 3.361985], [-8.097214, -6.075929, 2.377510], [-7.702796, -6.816420, 4.476376], [-6.432886, -6.132386, 4.473528], [-11.286133, -7.916917, 2.627616], [-10.707127, -6.302768, 2.165805], [-9.918934, -7.759162, 1.505254], [-6.571345, -5.063516, 4.345909], [-5.786945, -6.516484, 3.693002], [-5.983696, -6.325649, 5.443521], [0.712489, 3.063649, 7.113885], [-0.436608, 2.334907, 7.536999], [-1.103683, 1.752017, 6.530246], [-0.812675, 1.826462, 5.368925], [-2.143256, 1.104583, 7.047076], [-2.928769, 0.385431, 6.086141], [1.160068, 3.481424, 8.012137], [1.427579, 2.404499, 6.624823], [0.430609, 3.871532, 6.440192], [-2.338282, -0.396191, 5.611119], [-3.331818, 1.065861, 5.338186], [-3.746126, -0.071465, 6.636259], [4.570235, 3.830243, -1.751511], [4.960657, 5.124709, -2.224788], [4.022139, 5.762975, -2.917698], [2.916409, 5.357043, -3.158449], [4.520998, 6.939120, -3.307889], [3.605818, 7.732831, -4.061826], [5.419699, 3.433545, -1.202869], [3.715365, 3.906385, -1.083067], [4.335416, 3.167111, -2.581599], [2.726847, 7.978089, -3.468234], [3.309944, 7.217113, -4.973411], [4.124659, 8.649952, -4.325271], [3.888688, 8.717853, -11.218330], [3.376027, 7.437275, -10.849984], [3.449561, 7.174968, -9.544241], [3.896356, 7.910942, -8.703867], [2.943162, 5.962982, -9.334821], [2.961854, 5.549711, -7.965903], [3.768062, 8.798336, -12.294773], [3.326860, 9.511963, -10.730209], [4.944160, 8.797009, -10.964872], [2.366612, 6.224049, -7.353489], [3.982920, 5.504161, -7.592023], [2.524209, 4.556878, -7.931398]],
  "forces_ev_per_angstrom": [[-0.47, -0.17, -0.01], [0.47, 0.01, -0.12], [0.43, 0.56, 0.00], [-0.49, -0.18, 0.45], [0.71, -0.41, -0.59], [-0.47, 0.67, 0.37], [-0.29, -0.31, 0.55], [0.20, -0.29, -0.64], [-0.34, 0.82, 0.12], [0.21, -0.38, 0.39], [-0.13, 0.22, -0.21], [-0.06, 0.14, -0.15], [0.08, -0.02, 0.20], [0.03, -0.45, -0.37], [0.15, 0.06, 0.01], [0.18, -0.03, 0.02], [-0.27, -0.07, -0.02], [0.04, 0.02, 0.04], [-0.03, 0.04, -0.15], [0.01, -0.16, 0.00], [0.07, -0.12, 0.03], [-0.01, 0.10, 0.13], [0.12, -0.15, -0.11], [0.04, 0.06, -0.05], [-0.06, 0.06, 0.01], [0.06, -0.05, 0.02], [0.06, 0.05, -0.09], [-0.15, 0.18, 0.09], [-0.04, 0.11, -0.02], [-0.08, -0.03, 0.06], [-0.01, 0.00, 0.11], [-0.02, -0.12, 0.01], [0.06, -0.08, 0.07], [0.07, 0.00, -0.11], [-0.15, -0.06, -0.06], [-0.05, -0.04, 0.02], [0.09, 0.00, 0.11], [-0.03, 0.01, -0.06], [-0.01, -0.03, 0.09], [0.09, 0.00, 0.13], [0.05, -0.02, 0.10], [0.08, 0.01, -0.06], [0.03, 0.09, -0.03], [-0.01, 0.00, -0.14], [-0.05, 0.07, -0.13], [-0.11, -0.07, 0.02], [0.16, 0.09, 0.06], [0.02, 0.00, 0.06], [-0.13, -0.03, 0.07], [0.01, 0.08, -0.07], [0.02, 0.00, 0.07], [-0.13, -0.22, -0.14], [-0.08, -0.05, 0.06], [-0.04, 0.01, -0.09], [0.01, -0.06, -0.08], [0.04, 0.07, -0.07], [0.10, 0.00, -0.05], [0.06, 0.06, 0.12], [0.03, -0.23, 0.11], [0.06, 0.01, 0.01], [0.09, -0.03, 0.02], [-0.05, 0.00, -0.01], [0.03, 0.05, 0.01], [-0.07, 0.21, -0.14], [0.07, 0.13, -0.03], [-0.08, 0.01, -0.09], [-0.13, 0.05, -0.01], [-0.05, -0.11, -0.02], [-0.07, -0.04, 0.04], [0.14, -0.06, 0.07], [0.04, 0.13, -0.15], [-0.01, -0.01, -0.04], [-0.04, -0.06, -0.03], [0.02, 0.04, 0.03], [0.00, -0.02, -0.03], [-0.05, -0.17, 0.22], [-0.05, -0.11, 0.00], [0.05, -0.01, 0.08], [-0.02, 0.03, 0.09], [0.07, 0.06, 0.00], [0.00, 0.10, 0.01], [-0.02, 0.01, -0.15]]
}

=====

{
  "formula": "C3H4N4O",
  "method": "ωB97M-V/def2-TZVPD",
  "smiles": "[H]/N=N/c1c[nH]c(=O)[nH]1",
  "charge": 0,
  "spin_multiplicity": 1,
  "de_lowest_kj_mol": 120.0,
  "elements": ["H", "N", "N", "C", "C", "N", "C", "O", "N", "H", "H", "H"],
  "coordinates": [[3.523844, 0.893286, -1.210456], [2.789444, 0.223662, -0.833592], [1.769826, 0.878434, -0.570733], [0.664386, 0.163644, -0.147031], [0.361966, -1.168129, -0.075779], [-0.950183, -1.229531, 0.330289], [-1.528662, 0.009801, 0.437630], [-2.681081, 0.260429, 0.693460], [-0.460459, 0.872144, 0.198755], [0.968085, -2.029489, -0.369376], [-1.553628, -2.033003, 0.409921], [-0.516177, 1.840916, 0.460283]],
  "forces_ev_per_angstrom": [[-1.02, -0.65, 0.64], [0.67, 0.34, -0.47], [0.57, 0.48, -0.29], [0.37, -1.14, 0.16], [0.70, 0.40, -0.39], [-0.47, -0.87, -0.17], [0.80, 0.64, 0.14], [-0.35, 0.21, 0.18], [-1.35, 0.12, 0.29], [-0.41, 0.50, 0.28], [0.33, -0.11, -0.09], [0.16, 0.07, -0.27]]
}